1.
# C3H14O4

A molecular structure, C3H14O4 (ωB97M-V/def2-TZVPD, OMol25).

Geometry as XYZ:
```
21
C3H14O4 (ωB97M-V/def2-TZVPD)
C -0.645 0.037 1.118
O -0.762 2.747 -0.307
C 0.739 0.227 1.049
C -0.173 -0.059 2.639
H -0.930 -0.951 0.758
H -1.286 0.839 0.773
H -1.040 3.388 -0.956
H 1.428 -0.610 1.059
H 1.147 1.227 1.139
H -1.056 0.194 3.210
H -0.045 -1.106 2.880
H 0.525 0.557 3.192
H -1.131 -1.146 -2.444
H 0.006 -0.076 -1.768
O -0.725 -0.938 -1.602
H 0.317 -2.443 -1.053
H 1.559 -2.568 -0.153
O 0.704 -2.998 -0.343
H -0.211 2.087 -0.820
H 1.060 1.218 -2.539
O 0.720 0.983 -1.676
```

Energy = -11524.297 eV


2.
# C3H14O4

4 unconnected molecules or ions with the total composition C3H14O4 (ωB97M-V/def2-TZVPD, OMol25).

Geometry as XYZ:
```
21
C3H14O4 (ωB97M-V/def2-TZVPD)
C -2.046 1.508 -2.920
O -1.053 1.892 -2.012
H -1.939 0.426 -3.006
H -3.064 1.674 -2.569
H -1.916 2.142 -3.798
H -0.376 1.214 -2.082
C 3.191 -1.911 -0.991
O 2.001 -1.652 -1.632
H 3.737 -1.007 -0.720
H 3.115 -2.592 -0.144
H 3.876 -2.336 -1.725
H 2.127 -2.080 -2.482
C -2.059 -0.334 3.442
O -0.889 -0.147 4.265
H -2.881 -0.824 3.963
H -2.328 0.518 2.818
H -1.795 -1.032 2.647
H -0.353 0.469 3.760
O 1.037 1.455 1.408
H 0.485 1.993 0.840
H 1.128 0.626 0.939
```

Energy = -11525.925 eV
SMILES = CO.CO.CO.O


3.
# C3H14O4

4 unconnected molecules or ions with the total composition C3H14O4 (ωB97M-V/def2-TZVPD, OMol25).

Geometry as XYZ:
```
21
C3H14O4 (ωB97M-V/def2-TZVPD)
C 1.630 -0.476 -0.087
O 0.457 -0.281 0.740
C 2.314 -1.763 0.416
C 1.362 -3.041 0.286
H 1.240 -0.581 -1.094
H 2.167 0.492 0.137
H -0.098 0.475 0.467
H 3.234 -1.975 -0.154
H 2.597 -1.917 1.442
H 1.711 -3.735 -0.519
H 1.340 -3.524 1.267
H 0.332 -2.684 -0.018
H -0.420 1.824 -2.251
H -1.856 1.980 -1.719
O -1.335 1.923 -2.528
H -1.895 -0.198 -0.555
H -2.602 0.301 -1.662
O -2.669 0.378 -0.693
H -1.725 2.274 2.331
H -0.290 2.420 2.731
O -0.868 2.522 1.963
```

Energy = -11527.030 eV
SMILES = CCCO.O.O.O


4.
# C3H14O5

5 unconnected molecules or ions with the total composition C3H14O5 (ωB97M-V/def2-TZVPD, OMol25).

Geometry as XYZ:
```
22
C3H14O5 (ωB97M-V/def2-TZVPD)
O 3.775 -0.072 -0.151
C 3.573 -0.188 1.030
C 2.585 -1.126 1.707
C 2.004 -0.616 2.975
H 4.299 0.289 1.731
H 3.149 -2.095 1.831
H 1.858 -1.651 1.019
H 2.747 -0.556 3.853
H 1.087 -1.208 3.238
H 1.618 0.418 2.892
H -3.500 0.153 -2.610
H -4.980 -0.233 -2.827
O -4.223 0.165 -3.266
H 1.029 1.026 -1.447
H 1.912 -0.183 -1.316
O 1.273 0.339 -0.815
H -1.467 -0.293 -0.997
H -2.705 -1.227 -0.706
O -2.399 -0.464 -1.201
H -3.503 2.178 -1.072
H -4.210 2.424 -2.330
O -3.921 2.918 -1.539
```

Energy = -13574.819 eV
SMILES = CCC=O.O.O.O.O


Short version: ΔE to the lowest compared entry with this formula, charge and spin = 99.4 61.9 36.4 27.2 kcal per mole, in the order given.
Short version: E_HOMO = -8.8 -9.9 -10.3 -10.0 eV, in the order given.